(1)
{"formula": "C10H16O", "method": "wB97M-V/def2-TZVPD", "de_lowest_kcal_mol": 64.9, "total_charge": 0, "spin_multiplicity": 1, "homo_lumo_gap_ev": 8.745, "homo_energy_ha": -0.2965, "total_energy_ev": -12674.912, "smiles": "Cc1ccc(O)cc1.CCC", "max_force_ev_per_a": 5.5, "species": ["C", "C", "C", "C", "C", "O", "C", "C", "H", "H", "H", "H", "H", "H", "H", "H", "C", "C", "C", "H", "H", "H", "H", "H", "H", "H", "H"], "xyz": [[-0.2814, 3.1021, 2.0151], [0.3385, 2.2642, 0.9626], [0.3004, 2.7335, -0.3792], [0.9118, 2.0834, -1.3835], [1.8051, 0.9852, -1.0242], [2.3528, 0.3759, -2.0406], [1.9659, 0.6355, 0.3125], [1.2532, 1.3281, 1.3416], [-0.7969, 4.0160, 1.6841], [0.3479, 3.2852, 2.9318], [-1.0545, 2.4681, 2.5136], [-0.4475, 3.5181, -0.6725], [1.1809, 2.5733, -2.4262], [2.7286, -0.5599, -2.0713], [2.4995, -0.2859, 0.5995], [1.2375, 0.8964, 2.2931], [-2.1620, -1.9668, 0.1820], [-1.0130, -2.8971, 0.0790], [-0.6319, -3.0918, -1.3967], [-2.7778, -2.4111, 1.0285], [-1.8664, -1.0556, 0.4613], [-2.8975, -2.0042, -0.6586], [-1.2732, -3.9702, 0.5777], [-0.1229, -2.5542, 0.6414], [-0.1584, -2.2161, -1.9687], [-1.5246, -3.3454, -2.0205], [0.0856, -3.9068, -1.5816]], "mulliken_charge": [-1.410, 1.029, -0.424, -0.463, 0.622, -0.584, -0.491, -0.690, 0.319, 0.320, 0.310, 0.198, 0.224, 0.355, 0.271, 0.410, -0.991, -0.004, -1.097, 0.269, 0.240, 0.312, 0.213, 0.204, 0.195, 0.318, 0.344]}

***

(2)
{"formula": "C10H16Si", "method": "wB97M-V/def2-TZVPD", "de_lowest_kcal_mol": 84.5, "total_charge": 0, "spin_multiplicity": 1, "homo_lumo_gap_ev": 7.243, "homo_energy_ha": -0.2645, "total_energy_ev": -18504.293, "smiles": "CC1=CC(C)=C(C)C1=[Si](C)C", "max_force_ev_per_a": 3.8, "species": ["C", "C", "C", "C", "C", "C", "C", "C", "Si", "C", "C", "H", "H", "H", "H", "H", "H", "H", "H", "H", "H", "H", "H", "H", "H", "H", "H"], "xyz": [[-1.8613, -2.0473, -0.0748], [-1.3286, -0.6898, -0.4569], [-2.1169, 0.2479, -1.0783], [-1.3086, 1.5046, -1.0906], [-1.6715, 2.7796, -1.6577], [-0.1090, 1.2641, -0.5300], [1.0882, 2.1623, -0.3610], [-0.0780, -0.0979, 0.0018], [1.1196, -1.0816, 0.9273], [1.0695, -2.8519, 1.6973], [2.8220, -0.3296, 1.2138], [-2.6724, -2.3181, -0.6773], [-2.2899, -1.9758, 0.9098], [-1.2254, -3.0347, -0.0790], [-3.0913, 0.1310, -1.4959], [-2.3797, 2.8136, -2.4701], [-0.7936, 3.2545, -2.1470], [-2.0944, 3.5585, -1.0686], [0.7712, 3.1560, -0.3876], [1.8757, 2.0786, -1.0526], [1.3093, 1.9395, 0.6580], [0.1405, -3.2968, 2.1104], [1.6058, -3.5837, 0.9285], [1.6547, -2.9948, 2.5140], [2.7767, 0.6265, 0.6402], [3.2477, -0.1776, 2.2722], [3.5396, -1.0371, 0.7540]], "mulliken_charge": [-1.447, 0.568, -1.319, 0.919, -1.409, 0.669, -1.796, -0.103, 0.304, -1.222, -0.897, 0.419, 0.323, 0.261, 0.438, 0.381, 0.331, 0.305, 0.440, 0.204, 0.615, 0.383, 0.340, 0.453, 0.190, 0.336, 0.315]}

***

(3)
{"formula": "C10H17Al3BCsF9INO11P2S", "method": "wB97M-V/def2-TZVPD", "de_lowest_kcal_mol": 10.9, "total_charge": 1, "spin_multiplicity": 1, "homo_lumo_gap_ev": 1.302, "homo_energy_ha": -0.4045, "total_energy_ev": -117635.533, "max_force_ev_per_a": 5.6, "species": ["O", "P", "I", "N", "C", "S", "C", "C", "H", "H", "H", "H", "H", "H", "F", "Al", "O", "P", "O", "O", "O", "Cs", "B", "F", "F", "F", "F", "Al", "O", "H", "O", "C", "O", "C", "C", "C", "H", "H", "H", "H", "H", "H", "C", "C", "O", "C", "O", "O", "H", "H", "H", "H", "F", "Al", "F", "F", "F"], "xyz": [[4.2338, -1.0943, -0.4779], [3.2417, 0.2041, -0.8957], [4.0623, 1.1193, -2.9345], [1.5681, -0.4423, -1.2784], [1.2884, -1.5313, -1.9029], [-0.4715, -1.7744, -2.0215], [-0.9595, -0.3853, -0.9472], [0.3648, 0.3603, -0.9021], [4.8866, -1.2706, -1.1849], [2.0980, -2.1835, -2.2573], [-1.6080, 0.1730, -1.6012], [-1.3858, -0.6517, 0.0282], [0.2909, 1.0404, -1.7621], [0.4871, 1.0444, -0.0911], [1.6546, -0.2663, 1.0886], [2.8479, 1.9110, 1.1007], [-0.5664, 2.5789, 2.2863], [-0.9005, 1.7129, 3.4901], [0.3553, 1.4588, 4.3360], [-1.3948, 0.3788, 3.0075], [-1.9664, 2.3852, 4.3290], [-0.0426, -3.7146, -3.6178], [-3.5821, -1.2861, 0.9239], [-4.1934, -1.6933, 2.0960], [-2.2249, -1.7972, 0.9011], [-4.2576, -1.7809, -0.1857], [-3.5235, 0.1101, 0.8607], [4.2554, -3.3944, 0.0170], [4.2142, -1.3294, -5.9567], [4.9017, -0.6291, -5.7396], [0.1485, -0.9112, 6.5341], [-1.0488, -0.9132, 6.6141], [-1.8242, -0.1569, 5.8359], [-3.2112, -0.2846, 6.2259], [-3.2865, -1.6147, 6.9612], [-1.8966, -1.7049, 7.5989], [-3.4683, 0.5628, 6.8626], [-3.8378, -0.2616, 5.3386], [-4.1059, -1.6660, 7.6740], [-3.4136, -2.4260, 6.2449], [-1.8535, -1.2136, 8.5716], [-1.5433, -2.7281, 7.6799], [-2.4085, 3.3350, -4.3425], [-1.7245, 2.4526, -5.3664], [-1.8741, 1.1417, -4.7888], [-2.9475, 1.1850, -3.9482], [-3.4335, 0.2292, -3.4414], [-3.3738, 2.4445, -3.7691], [-2.8941, 4.1999, -4.7829], [-1.7314, 3.6723, -3.5556], [-2.2247, 2.4682, -6.3343], [-0.6756, 2.6975, -5.5076], [6.2015, 0.5853, -5.3031], [7.8392, 0.0444, -5.4213], [8.2072, -0.6014, -3.9052], [8.8087, 1.3459, -5.7827], [7.8990, -1.1343, -6.6010]], "mulliken_charge": [-0.514, 0.146, 0.241, 0.292, -0.269, -0.276, 0.549, -0.659, 0.410, 0.447, 0.164, 0.041, 0.416, 0.108, -0.709, 0.611, -0.485, 0.909, -0.294, -0.058, -0.362, 1.104, 0.583, -0.341, -0.482, -0.389, -0.396, 0.907, -0.350, 0.403, -0.534, 0.486, -0.202, -0.445, -0.512, -0.422, 0.269, 0.330, 0.363, 0.258, 0.278, 0.303, -0.337, -0.320, -0.303, 0.650, -0.495, -0.302, 0.312, 0.245, 0.293, 0.287, -0.397, 0.543, -0.397, -0.346, -0.354]}